No. 1
This record from OMol25 describes C5H14N2O as an isolated structure. The level of theory is ωB97M-V/def2-TZVPD.

Last column: natural (NBO) charge in e.
Cartesian coordinates (Å):
C: 1.67345 -1.21928 -0.25433  -0.062
C: 1.88656 0.11983 0.06089  -0.560
N: 1.52996 -2.17735 0.78029  -0.847
H: 2.25265 -2.12973 1.48962  0.372
H: 1.42848 -3.12413 0.44341  0.374
H: 1.87513 -1.58115 -1.25658  0.205
H: -0.13060 -1.13716 -0.56532  0.195
H: 2.35528 0.73987 -0.69302  0.226
H: 0.51328 0.66178 0.12201  0.195
H: 2.25336 0.35616 1.05808  0.212
C: -1.29010 2.03978 -0.34732  -0.628
C: -0.86930 0.68789 0.17635  -0.034
N: -1.22312 0.48556 1.55188  -0.840
C: -1.12586 -0.50134 -0.64999  -0.086
O: -1.24144 -0.30450 -2.04729  -0.717
H: -2.02576 0.22642 -2.22030  0.464
H: -0.85816 1.22244 2.14390  0.359
H: -0.85968 -0.39871 1.89128  0.367
H: -1.93465 -1.12492 -0.25359  0.171
H: -0.89314 2.83967 0.28019  0.209
H: -0.93503 2.18817 -1.36559  0.222
H: -2.38131 2.13071 -0.34459  0.201

Results
molecular weight	118.18	g/mol
total energy	-10436.8175	eV
LUMO	0.967	eV
multiplicity	1
total charge	0

---

No. 2
This record from OMol25 describes C9H7N3OS in the gas phase. The level of theory is ωB97M-V/def2-TZVPD.

Last column: natural (NBO) charge in e.
Cartesian coordinates (Å):
N: 0.46309 2.80307 -4.08627  -0.390
O: -2.63874 1.23530 0.78423  -0.864
C: 0.87045 2.20247 -3.17607  0.411
N: -1.05069 1.18090 -1.41944  -0.739
N: 1.25945 1.56187 -2.05060  -0.576
C: 0.32173 1.07028 -1.25210  0.438
C: 2.36287 -0.55233 1.46982  -0.160
C: 1.33936 -1.01093 2.34029  -0.197
C: 2.07427 0.03983 0.23989  -0.173
C: 0.00656 -0.78171 1.97515  -0.176
C: 0.75337 0.31382 -0.05546  -0.063
C: -0.27953 -0.16627 0.76939  -0.308
C: -2.59918 -1.10545 -0.59678  -0.821
S: -1.75685 0.40963 -0.04456  1.899
H: 3.39968 -0.71846 1.77551  0.225
H: 1.60301 -1.37502 3.29738  0.228
H: 2.89155 0.24843 -0.46061  0.259
H: -0.79719 -1.03898 2.62210  0.230
H: -2.80934 -1.74190 0.24486  0.249
H: -3.52332 -0.92257 -1.09955  0.268
H: -1.89057 -1.65198 -1.27715  0.261

Results
molecular weight	205.24	g/mol
total energy	-26796.7843	eV
LUMO	-0.774	eV
multiplicity	1
total charge	0

---

No. 3
This record from OMol25 describes an isolated ion of composition C2H5N2 and charge +1. The level of theory is ωB97M-V/def2-TZVPD.

Last column: natural (NBO) charge in e.
Cartesian coordinates (Å):
C: -2.14614 -0.26828 -0.08762  0.286
C: 1.20842 -0.23590 0.02182  -0.461
N: -1.07761 0.16984 -0.04933  0.002
N: 0.02119 0.58953 -0.23978  -0.296
H: -2.98139 -0.57128 0.50100  0.284
H: 1.22907 -1.15227 -0.46705  0.243
H: 2.09309 0.18657 -0.34366  0.256
H: 1.54060 -0.30442 1.08381  0.245
H: 0.11277 1.58621 -0.41918  0.440

Results
molecular weight	57.08	g/mol
total energy	-5124.6471	eV
LUMO	-4.702	eV
multiplicity	1
total charge	+1

---

No. 4
This record from OMol25 describes a 3-piece molecular cluster, C3H13NO2 overall. The level of theory is ωB97M-V/def2-TZVPD.

Last column: natural (NBO) charge in e.
Cartesian coordinates (Å):
C: 0.14490 0.83731 -1.56440  -0.637
C: 1.34929 0.14799 -0.89668  -0.227
N: 1.23760 0.16968 0.56806  -0.641
C: 2.33515 -0.43929 1.33691  -0.406
H: 0.39875 1.41084 -2.52900  0.218
H: -0.18370 1.69236 -0.93774  0.221
H: -0.62623 0.09361 -1.77070  0.205
H: 2.40576 0.55146 -0.98410  0.180
H: 1.58267 -0.85259 -1.34731  0.156
H: 0.33507 -0.25795 0.79441  0.379
H: 2.08269 -0.48953 2.36819  0.205
H: 2.57594 -1.49025 0.92237  0.153
H: 3.18589 0.21592 1.10595  0.187
H: -3.32184 0.85240 -0.70504  0.489
H: -4.02704 0.78978 0.74588  0.492
O: -3.68791 0.33098 -0.00822  -0.971
H: -2.08928 -0.70732 0.42588  0.478
H: -2.12417 -1.77391 1.42193  0.470
O: -1.57356 -1.08148 1.05361  -0.950

Results
molecular weight	95.14	g/mol
total energy	-8905.9027	eV
LUMO	0.626	eV
multiplicity	1
total charge	0

---

Copy entry 1 word for word.
This record from OMol25 describes C5H14N2O as an isolated structure. The level of theory is ωB97M-V/def2-TZVPD.

Last column: natural (NBO) charge in e.
Cartesian coordinates (Å):
C: 1.67345 -1.21928 -0.25433  -0.062
C: 1.88656 0.11983 0.06089  -0.560
N: 1.52996 -2.17735 0.78029  -0.847
H: 2.25265 -2.12973 1.48962  0.372
H: 1.42848 -3.12413 0.44341  0.374
H: 1.87513 -1.58115 -1.25658  0.205
H: -0.13060 -1.13716 -0.56532  0.195
H: 2.35528 0.73987 -0.69302  0.226
H: 0.51328 0.66178 0.12201  0.195
H: 2.25336 0.35616 1.05808  0.212
C: -1.29010 2.03978 -0.34732  -0.628
C: -0.86930 0.68789 0.17635  -0.034
N: -1.22312 0.48556 1.55188  -0.840
C: -1.12586 -0.50134 -0.64999  -0.086
O: -1.24144 -0.30450 -2.04729  -0.717
H: -2.02576 0.22642 -2.22030  0.464
H: -0.85816 1.22244 2.14390  0.359
H: -0.85968 -0.39871 1.89128  0.367
H: -1.93465 -1.12492 -0.25359  0.171
H: -0.89314 2.83967 0.28019  0.209
H: -0.93503 2.18817 -1.36559  0.222
H: -2.38131 2.13071 -0.34459  0.201

Results
molecular weight	118.18	g/mol
total energy	-10436.8175	eV
LUMO	0.967	eV
multiplicity	1
total charge	0

---

Copy entry 4 word for word.
This record from OMol25 describes a 3-piece molecular cluster, C3H13NO2 overall. The level of theory is ωB97M-V/def2-TZVPD.

Last column: natural (NBO) charge in e.
Cartesian coordinates (Å):
C: 0.14490 0.83731 -1.56440  -0.637
C: 1.34929 0.14799 -0.89668  -0.227
N: 1.23760 0.16968 0.56806  -0.641
C: 2.33515 -0.43929 1.33691  -0.406
H: 0.39875 1.41084 -2.52900  0.218
H: -0.18370 1.69236 -0.93774  0.221
H: -0.62623 0.09361 -1.77070  0.205
H: 2.40576 0.55146 -0.98410  0.180
H: 1.58267 -0.85259 -1.34731  0.156
H: 0.33507 -0.25795 0.79441  0.379
H: 2.08269 -0.48953 2.36819  0.205
H: 2.57594 -1.49025 0.92237  0.153
H: 3.18589 0.21592 1.10595  0.187
H: -3.32184 0.85240 -0.70504  0.489
H: -4.02704 0.78978 0.74588  0.492
O: -3.68791 0.33098 -0.00822  -0.971
H: -2.08928 -0.70732 0.42588  0.478
H: -2.12417 -1.77391 1.42193  0.470
O: -1.57356 -1.08148 1.05361  -0.950

Results
molecular weight	95.14	g/mol
total energy	-8905.9027	eV
LUMO	0.626	eV
multiplicity	1
total charge	0